No. 1
The following is a DFT calculation (ωB97M-V/def2-TZVPD) of a structure of composition C27H36BF5IrN9O8S3Te at a distorted geometry.

Structure (XYZ):
```
91
Properties=species:S:1:pos:R:3:lowdin_charge:R:1
Ir 0.70 0.04 0.33 0.930
C -2.15 -5.04 -2.54 -0.042
C -1.21 -4.03 -1.87 -0.513
C -0.93 -4.44 -0.43 -0.008
C 0.05 -3.94 -2.73 -0.050
N -1.93 -2.70 -1.81 0.033
C -3.31 -2.65 -1.75 -0.011
C -3.67 -1.35 -1.71 -0.020
N -2.52 -0.59 -1.73 0.028
B -2.65 0.95 -1.82 -0.555
N -2.78 1.66 -0.44 0.028
C -3.36 2.89 -0.37 -0.015
C -3.33 3.29 0.92 -0.012
N -2.72 2.29 1.65 0.036
C -2.38 1.31 0.79 -0.594
S -1.48 -0.14 1.14 0.822
C -2.56 2.45 3.15 -0.515
C -2.45 1.12 3.89 -0.054
C -1.30 3.29 3.37 -0.004
C -3.80 3.18 3.67 -0.035
N -1.51 1.59 -2.63 0.035
C -1.60 1.71 -3.99 -0.013
C -0.47 2.31 -4.42 -0.005
N 0.32 2.55 -3.32 0.032
C -0.32 2.07 -2.23 -0.585
S 0.25 2.16 -0.58 0.777
C 1.66 3.25 -3.39 -0.528
C 1.95 3.59 -4.85 -0.046
C 1.58 4.54 -2.58 -0.024
C 2.73 2.30 -2.87 -0.040
C -1.46 -1.43 -1.75 -0.570
S 0.21 -0.91 -1.74 0.760
H -1.58 -5.94 -2.74 0.098
H -2.54 -4.67 -3.49 0.101
H -2.98 -5.33 -1.90 0.082
H -0.36 -5.36 -0.41 0.104
H -1.87 -4.60 0.11 0.096
H -0.36 -3.66 0.08 0.057
H 0.41 -4.95 -2.90 0.099
H 0.85 -3.39 -2.25 0.024
H -0.18 -3.50 -3.70 0.099
H -3.92 -3.53 -1.79 0.125
H -4.64 -0.90 -1.69 0.135
H -3.67 1.16 -2.40 0.132
H -3.76 3.38 -1.24 0.140
H -3.70 4.19 1.37 0.129
H -1.51 0.62 3.70 0.028
H -3.28 0.45 3.63 0.097
H -2.51 1.33 4.95 0.100
H -0.42 2.77 2.99 0.072
H -1.16 3.46 4.44 0.104
H -1.38 4.26 2.88 0.093
H -4.71 2.69 3.33 0.103
H -3.83 4.23 3.38 0.080
H -3.78 3.15 4.76 0.097
H -2.47 1.39 -4.54 0.135
H -0.19 2.61 -5.42 0.122
H 1.22 4.28 -5.27 0.092
H 2.03 2.70 -5.47 0.096
H 2.92 4.10 -4.87 0.100
H 0.82 5.20 -2.98 0.096
H 2.55 5.05 -2.65 0.101
H 1.38 4.35 -1.53 0.047
H 2.66 1.32 -3.36 0.103
H 2.65 2.17 -1.80 0.024
H 3.71 2.71 -3.10 0.103
O 4.13 -2.63 6.44 0.102
N 4.04 -3.37 5.49 -0.347
O 4.60 -4.44 5.37 0.108
C 3.20 -2.92 4.36 -0.102
C 3.10 -3.71 3.24 0.116
C 2.32 -3.29 2.19 -0.032
C 1.58 -2.08 2.21 -0.260
O 0.67 -1.77 1.32 -0.302
C 1.79 -1.30 3.38 -0.074
C 2.57 -1.70 4.45 0.100
N 1.25 0.04 3.49 -0.270
O 1.14 0.53 4.59 0.149
O 0.94 0.70 2.48 -0.133
N 2.31 -4.16 1.01 -0.322
O 2.64 -5.32 1.19 0.102
O 2.14 -3.65 -0.08 0.075
H 3.62 -4.65 3.18 0.144
H 2.70 -1.07 5.31 0.145
F 5.26 1.72 0.90 -0.329
Te 4.16 0.33 0.41 1.804
F 4.61 0.59 -1.36 -0.339
F 5.59 -0.82 0.47 -0.326
F 3.96 -0.12 2.22 -0.331
F 3.16 -1.21 -0.09 -0.397
O 2.58 1.24 0.36 -0.744
```

Orbital gap (alpha / beta) (eV): 7.371 / 5.921
LUMO energy (alpha / beta) (eV): -4.271 / -5.564
M (Da): 1136.5
Net charge: +1
E (eV): -115266.60793
Spin multiplicity: 2


No. 2
The following is a DFT calculation (ωB97M-V/def2-TZVPD) of a cluster of 2 separate species, C27H36BFNO16S2 in total.

Structure (XYZ):
```
84
Properties=species:S:1:pos:R:3:lowdin_charge:R:1
C -2.27 2.43 -5.84 -0.059
C -2.12 3.62 -4.91 -0.216
O -2.75 3.32 -3.66 -0.013
C -2.72 4.30 -2.73 -0.491
O -2.92 5.46 -2.99 0.131
C -2.39 3.81 -1.35 -0.081
C -1.14 4.55 -0.84 -0.156
C -0.46 3.87 0.36 -0.110
C 0.76 2.95 0.14 -0.165
C 2.05 3.74 -0.17 -0.304
C 2.57 4.54 1.02 -0.136
C 3.16 3.67 2.13 -0.190
C 4.38 2.83 1.73 -0.193
C 5.49 3.58 0.99 -0.275
N 5.50 3.49 -0.47 0.012
O 1.86 4.70 -1.23 -0.289
S 1.96 4.28 -2.79 0.966
O 3.32 4.49 -3.20 -0.353
O 1.88 2.64 -2.61 -0.297
C 0.60 2.13 -2.27 -0.301
S 0.37 0.76 -3.44 0.688
O -1.02 0.46 -3.53 -0.239
O 1.36 -0.24 -3.31 -0.194
F 0.72 1.59 -4.72 -0.135
C 0.57 1.72 -0.78 -0.390
O 1.74 0.90 -0.64 0.005
C -0.69 0.91 -0.38 -0.101
C -0.43 -0.44 0.32 -0.173
C -0.15 -1.62 -0.59 -0.146
C -0.43 -2.99 0.00 -0.221
C -1.09 -3.20 1.21 -0.049
C -1.28 -4.49 1.70 -0.072
C -0.83 -5.59 0.99 -0.069
C -0.20 -5.39 -0.23 -0.074
C 0.00 -4.10 -0.71 -0.056
H -1.40 2.32 -6.48 0.076
H -3.17 2.52 -6.45 0.076
H -2.36 1.53 -5.24 0.061
H -2.54 4.53 -5.34 0.119
H -1.05 3.83 -4.75 0.112
H -3.24 4.00 -0.69 0.137
H -2.23 2.73 -1.39 0.099
H -1.47 5.53 -0.52 0.126
H -0.47 4.74 -1.68 0.081
H -0.13 4.66 1.03 0.110
H -1.23 3.34 0.92 0.114
H 0.96 2.49 1.11 0.150
H 2.84 3.04 -0.41 0.121
H 3.37 5.16 0.62 0.114
H 1.82 5.23 1.41 0.116
H 3.48 4.35 2.93 0.115
H 2.40 3.04 2.58 0.106
H 4.80 2.44 2.66 0.107
H 4.08 1.96 1.14 0.100
H 6.46 3.22 1.33 0.100
H 5.46 4.64 1.23 0.110
H 4.89 4.16 -0.91 0.043
H 5.25 2.57 -0.80 0.069
H -0.19 2.83 -2.51 0.114
H 1.97 0.86 0.29 0.102
H -1.34 0.71 -1.23 0.103
H -1.29 1.49 0.31 0.103
H 0.32 -0.34 1.11 0.123
H -1.37 -0.64 0.85 0.103
H 0.91 -1.61 -0.86 0.113
H -0.71 -1.50 -1.52 0.115
H -1.46 -2.37 1.80 0.093
H -1.78 -4.63 2.65 0.106
H -0.96 -6.59 1.37 0.083
H 0.17 -6.23 -0.80 0.103
H 0.49 -3.95 -1.67 0.111
B -2.83 -8.67 4.67 -0.875
O -2.23 -10.02 4.69 0.230
C -1.70 -10.30 3.50 -0.394
O -1.14 -11.31 3.19 0.142
C -1.94 -9.08 2.59 -0.393
O -1.60 -8.96 1.45 0.131
O -2.59 -8.17 3.30 0.223
O -4.26 -8.71 4.99 0.229
C -4.50 -7.96 6.06 -0.395
O -5.56 -7.78 6.58 0.141
C -3.15 -7.35 6.51 -0.396
O -2.99 -6.62 7.44 0.140
O -2.22 -7.79 5.68 0.227
```

Orbital gap (eV): 8.482
LUMO energy (eV): 1.447
M (Da): 724.5
Net charge: -1
E (eV): -87905.08552


No. 3
The following is a DFT calculation (ωB97M-V/def2-TZVPD) of a structure of composition C27H36Br63N2O2P at a distorted geometry.

Structure (XYZ):
```
131
Properties=species:S:1:pos:R:3:lowdin_charge:R:1
C -0.64 4.66 -1.85 -0.140
C -1.57 3.52 -1.43 -0.418
C -2.09 2.80 -2.68 -0.087
C -0.93 2.61 -0.40 -0.208
C 0.11 1.62 -0.95 -0.161
N 1.47 2.24 -1.01 0.119
C 2.27 1.85 -2.04 -0.612
O 3.44 1.58 -1.97 0.028
O 1.61 1.87 -3.26 -0.206
P 2.01 3.11 -4.25 0.679
N 0.82 3.67 -5.08 -0.232
H 0.04 4.35 -2.64 0.011
H -0.11 5.10 -1.00 0.037
H -1.26 5.45 -2.29 0.044
H -2.45 3.97 -0.96 0.100
H -1.28 2.62 -3.40 0.048
H -2.79 3.46 -3.19 0.087
H -2.62 1.87 -2.46 0.049
H -1.69 2.03 0.13 0.078
H -0.41 3.20 0.36 0.062
H -0.14 1.17 -1.91 0.025
H 0.18 0.78 -0.25 0.077
H 1.95 2.08 -0.13 0.054
H 2.53 4.06 -3.35 0.027
H 3.11 2.66 -4.99 0.032
H 1.00 3.57 -6.07 -0.098
C 5.65 -0.31 -1.41 -1.614
Br 5.70 -1.33 0.22 0.490
Br 7.42 0.25 -1.94 0.580
Br 4.76 -1.28 -2.82 0.617
H 5.07 0.58 -1.22 -0.087
C -1.49 0.15 3.02 -1.599
Br -1.06 2.03 3.02 0.603
Br -3.18 -0.25 2.19 0.577
Br -0.03 -0.82 2.25 0.613
H -1.57 -0.17 4.04 -0.132
C 2.35 0.45 4.78 -1.618
Br 2.38 2.38 4.66 0.567
Br 4.07 -0.33 4.40 0.559
Br 1.66 -0.14 6.48 0.601
H 1.66 0.10 4.03 -0.127
C 5.73 2.33 2.28 -1.596
Br 6.08 4.22 2.38 0.602
Br 4.07 1.96 1.37 0.611
Br 7.19 1.37 1.46 0.528
H 5.63 1.97 3.29 -0.070
C -5.65 -3.93 2.52 -1.629
Br -5.02 -4.49 4.25 0.566
Br -6.37 -2.14 2.54 0.541
Br -4.31 -4.13 1.15 0.543
H -6.47 -4.59 2.26 -0.134
C -3.58 6.35 1.45 -1.600
Br -2.90 7.20 -0.14 0.635
Br -5.39 5.75 1.22 0.585
Br -2.41 4.93 2.04 0.586
H -3.59 7.09 2.23 -0.081
C 7.69 -2.59 3.86 -1.585
Br 7.86 -0.67 4.00 0.551
Br 6.05 -3.07 2.99 0.501
Br 9.22 -3.37 2.99 0.593
H 7.65 -2.98 4.86 -0.023
C -2.94 -1.65 -3.52 -1.624
Br -4.09 -1.10 -4.96 0.584
Br -1.34 -0.59 -3.45 0.665
Br -3.86 -1.63 -1.83 0.551
H -2.65 -2.67 -3.71 -0.030
C 0.03 7.83 1.84 -1.653
Br 0.39 9.71 1.59 0.541
Br 1.44 6.73 1.13 0.593
Br -0.31 7.42 3.69 0.557
H -0.86 7.60 1.28 -0.148
C 13.27 -2.45 3.44 -1.648
Br 14.03 -2.92 5.14 0.590
Br 12.33 -0.78 3.52 0.566
Br 14.60 -2.45 2.05 0.585
H 12.55 -3.21 3.19 -0.053
C -8.83 -5.58 -0.11 -1.619
Br -8.11 -6.91 -1.30 0.570
Br -8.63 -6.10 1.73 0.615
Br -8.10 -3.84 -0.47 0.573
H -9.89 -5.52 -0.30 -0.124
C -1.39 -3.14 5.99 -1.601
Br -2.75 -1.85 5.51 0.613
Br -1.88 -4.10 7.58 0.594
Br -1.01 -4.31 4.52 0.561
H -0.49 -2.58 6.21 -0.061
C 2.35 -5.01 2.00 -1.603
Br 2.59 -3.11 2.17 0.512
Br 0.73 -5.43 1.04 0.577
Br 3.91 -5.77 1.17 0.552
H 2.26 -5.43 2.99 -0.024
C 17.63 -3.86 6.25 -1.669
Br 18.45 -5.05 4.98 0.569
Br 18.12 -4.30 8.05 0.570
Br 18.01 -2.02 5.84 0.559
H 16.56 -3.99 6.16 -0.093
C -8.44 -10.37 -4.07 -1.642
Br -6.88 -9.30 -4.40 0.565
Br -8.21 -11.51 -2.54 0.575
Br -10.03 -9.30 -3.92 0.535
H -8.57 -11.02 -4.93 -0.031
C -4.82 10.08 2.99 -1.603
Br -4.93 9.40 4.79 0.589
Br -3.05 9.86 2.26 0.571
Br -6.13 9.27 1.84 0.575
H -5.02 11.14 3.03 -0.028
C 1.86 6.21 -7.09 -1.655
Br 1.55 7.93 -7.89 0.567
Br 1.60 4.77 -8.34 0.611
Br 3.61 6.13 -6.28 0.552
H 1.13 6.08 -6.30 -0.093
C 1.23 8.89 -3.78 -1.614
Br 1.24 9.79 -2.08 0.570
Br 1.05 6.98 -3.59 0.638
Br -0.14 9.54 -4.95 0.566
H 2.18 9.07 -4.26 -0.028
C -14.06 -8.35 -5.86 -1.644
Br -13.36 -9.68 -7.06 0.572
Br -13.86 -8.87 -4.02 0.536
Br -13.29 -6.62 -6.19 0.573
H -15.12 -8.27 -6.06 -0.031
C 5.01 -5.36 -2.88 -1.639
Br 6.15 -6.24 -1.60 0.550
Br 5.63 -5.65 -4.68 0.576
Br 3.17 -5.88 -2.67 0.556
H 5.07 -4.30 -2.69 -0.083
C -13.01 -5.03 0.03 -1.623
Br -12.38 -6.38 -1.19 0.590
Br -12.76 -5.56 1.86 0.582
Br -12.20 -3.33 -0.33 0.591
H -14.07 -4.93 -0.13 -0.030
```

Orbital gap (eV): 9.293
LUMO energy (eV): -0.355
M (Da): 5485.5
E (eV): -4457618.02952


Energy relative to the best compared isomer or geometry (same formula, charge and spin) per entry: 15.3; 0.0; 0.0 kcal per mole